{
  "formula": "C22H42BF4IN5O7S2SiSn",
  "method": "ωB97M-V with the def2-TZVPD basis set",
  "elements": ["Sn", "N", "N", "C", "N", "S", "H", "H", "H", "H", "H", "C", "O", "C", "O", "N", "N", "H", "H", "H", "H", "H", "H", "F", "B", "F", "F", "F", "I", "C", "C", "C", "C", "C", "C", "C", "O", "O", "H", "H", "H", "H", "C", "C", "C", "C", "O", "Si", "S", "O", "C", "C", "C", "C", "O", "C", "C", "C", "C", "H", "H", "H", "H", "H", "H", "H", "H", "H", "H", "H", "H", "H", "H", "H", "H", "H", "H", "H", "H", "H", "H", "H", "H", "H", "H", "H"],
  "xyz": [[0.337900, -0.558400, 0.169500], [-0.330100, 2.548200, 0.091700], [-1.707500, 2.708500, 0.275500], [-2.647700, 2.135600, -0.479900], [-3.926400, 2.259500, -0.099400], [-2.489000, 1.372900, -2.011800], [0.115000, 2.239800, 0.960700], [0.094300, 3.425600, -0.207500], [-2.024300, 3.015800, 1.195900], [-4.133600, 2.478000, 0.864300], [-4.593800, 1.644500, -0.546700], [4.029800, -4.900200, 0.765200], [3.819400, -3.505600, 0.579500], [2.655400, -3.004700, 0.216000], [2.549500, -1.796900, 0.063800], [1.629500, -3.853700, -0.046400], [0.359000, -3.320700, -0.291300], [5.043300, -4.990000, 1.158100], [3.966600, -5.424900, -0.192100], [3.329500, -5.322500, 1.493000], [1.697500, -4.841800, 0.178800], [-0.285600, -3.503700, 0.482300], [-0.030300, -3.696600, -1.156700], [-2.120300, -1.686400, -0.393400], [-2.981600, -1.039100, 0.526300], [-2.190800, 0.048600, 1.022300], [-3.315900, -1.865000, 1.525100], [-4.039400, -0.505200, -0.147400], [1.719200, 0.040900, 9.205200], [1.393800, -0.109400, 7.124200], [0.889900, -1.284300, 6.591300], [0.675500, -1.374700, 5.228800], [0.965600, -0.294900, 4.398100], [1.483000, 0.874300, 4.952200], [1.703200, 0.970100, 6.312200], [0.750200, -0.383700, 2.934100], [0.542600, -1.499200, 2.390200], [0.785200, 0.676100, 2.246500], [0.658700, -2.114600, 7.240600], [0.266200, -2.273600, 4.796000], [1.716800, 1.696400, 4.293600], [2.099700, 1.874900, 6.745700], [-1.768600, 3.988100, -6.379800], [-2.298100, 2.605000, -6.003900], [-3.492700, 2.720200, -5.061600], [-2.666600, 1.789700, -7.238100], [-1.210600, 1.951100, -5.333500], [-0.909000, 0.539600, -4.657700], [-0.522800, 1.208000, -2.538400], [0.442400, -0.187000, -5.097200], [1.742000, 0.286200, -5.480500], [2.210000, 1.338500, -4.482500], [2.657500, -0.936300, -5.458800], [1.638700, 0.876200, -6.884100], [-2.155400, -0.446900, -4.554500], [-2.421400, -1.854400, -4.680300], [-3.864700, -2.039700, -4.212400], [-1.457800, -2.641700, -3.796100], [-2.242400, -2.240500, -6.148700], [-2.520500, 4.552900, -6.921600], [-0.885000, 3.901500, -7.005900], [-1.494900, 4.537200, -5.482600], [-4.309600, 3.223300, -5.569800], [-3.226600, 3.291800, -4.176600], [-3.819200, 1.731900, -4.750400], [-3.483000, 2.263900, -7.774900], [-2.970700, 0.792100, -6.932800], [-1.808800, 1.703900, -7.900300], [2.226900, 0.925600, -3.474300], [1.525100, 2.181500, -4.502000], [3.206600, 1.684200, -4.736000], [2.726900, -1.343300, -4.452200], [3.652500, -0.657300, -5.791500], [2.265800, -1.705000, -6.120500], [0.952900, 1.718000, -6.871500], [1.256900, 0.132100, -7.578600], [2.614500, 1.210600, -7.221400], [-3.966700, -1.716300, -3.179200], [-4.157700, -3.082800, -4.283000], [-4.535100, -1.446300, -4.828300], [-1.568900, -2.329700, -2.760000], [-0.435900, -2.464100, -4.120800], [-1.679300, -3.702200, -3.868600], [-2.975100, -1.735600, -6.773800], [-2.358100, -3.312300, -6.279500], [-1.248400, -1.946500, -6.477800]],
  "forces_ev_per_a": [[0.269, -0.786, 1.183], [0.199, 0.025, 0.094], [-0.349, 0.060, 0.517], [0.309, 0.405, -0.056], [0.261, 0.013, -0.036], [-0.497, -0.204, 0.012], [-0.344, 0.073, -0.037], [-0.230, -0.200, 0.044], [0.190, -0.007, -0.335], [0.022, -0.018, -0.030], [0.054, -0.004, 0.111], [0.106, -0.387, -0.004], [0.016, 0.278, 0.092], [-0.188, 0.223, -0.328], [-0.270, 0.535, 0.165], [-0.181, -0.795, 0.261], [-0.268, 0.228, 0.174], [-0.206, -0.003, -0.080], [-0.019, -0.002, 0.101], [0.070, 0.075, -0.059], [0.015, 0.387, -0.045], [0.229, -0.083, -0.202], [0.139, 0.207, 0.245], [0.746, -0.482, -0.487], [0.444, 0.188, -0.213], [0.748, 0.456, 0.414], [-0.336, -0.709, 0.850], [-1.082, 0.203, -0.464], [-0.081, -0.049, -0.456], [0.161, 0.041, 0.479], [-0.069, -0.044, 0.122], [-0.002, 0.113, -0.242], [0.115, -0.053, 0.336], [-0.081, -0.109, -0.254], [-0.043, 0.049, 0.098], [0.010, 0.244, 0.273], [-0.299, -0.364, -1.074], [-0.063, 0.239, -0.857], [-0.031, -0.073, 0.006], [-0.016, -0.123, -0.029], [0.025, 0.111, 0.007], [0.051, 0.075, -0.016], [-0.068, -0.291, 0.097], [-0.259, 0.329, -0.339], [0.331, -0.030, -0.136], [0.168, 0.131, 0.231], [0.136, 0.051, -0.230], [-0.084, 0.415, 1.053], [0.659, -0.123, -0.412], [-0.113, -0.307, 0.040], [0.546, -0.002, -0.230], [-0.211, -0.236, -0.125], [-0.267, 0.253, -0.008], [-0.058, -0.152, 0.303], [-0.302, 0.164, -0.129], [-0.260, -0.474, -0.098], [0.349, 0.107, -0.103], [-0.111, 0.305, -0.082], [-0.051, 0.205, 0.294], [-0.134, 0.071, -0.063], [0.092, -0.056, -0.104], [0.004, 0.069, 0.103], [-0.137, 0.044, -0.042], [0.032, 0.108, 0.080], [-0.131, -0.150, 0.012], [-0.093, 0.016, -0.088], [-0.130, -0.146, -0.021], [0.087, 0.008, -0.113], [0.075, -0.058, 0.083], [-0.021, 0.260, 0.017], [0.133, 0.077, -0.017], [-0.003, -0.026, 0.100], [0.144, 0.006, -0.046], [-0.008, -0.070, -0.076], [-0.041, 0.180, -0.058], [0.009, -0.105, -0.083], [0.115, 0.069, -0.088], [0.007, 0.009, 0.137], [-0.028, -0.144, -0.021], [-0.080, 0.053, -0.096], [-0.034, 0.063, 0.158], [0.184, -0.047, -0.025], [-0.016, -0.162, -0.028], [-0.095, 0.054, -0.035], [-0.010, -0.131, -0.016], [0.147, -0.069, -0.080]],
  "e_above_lowest_ev": 1.7787,
  "total_charge": 1,
  "gap_ev": 8.2,
  "e_homo_ev": -10.64,
  "molar_mass_da": 913.25
}